No. 1
Molecular formula: C5H9N2O
Method: DFT, ωB97M-V/def2-TZVPD

Properties
HOMO   -0.55875 hartree
Orbital gap   0.400 hartree
SMILES   CCc1ocn[n+]1C
Net charge   +1

```
17
Properties=species:S:1:pos:R:3:forces:R:3
C -0.60982 -0.59593 1.64537 2.3 1.0 -2.0
C -0.14228 0.87070 1.02718 -1.1 -0.5 0.3
C -0.52828 0.95046 -0.41302 2.8 -2.4 -1.3
O -1.58447 1.60058 -0.91312 1.0 -0.2 2.2
C -1.55928 1.34956 -2.18470 1.8 -1.5 -3.7
N -0.56166 0.60307 -2.55910 -0.9 0.1 -1.2
N 0.12629 0.29210 -1.47545 -4.5 3.5 3.8
C 1.21267 -0.65216 -1.51212 -2.8 0.5 -0.8
H -0.28976 -0.69156 2.64145 -0.2 0.5 1.6
H -0.03741 -1.44248 1.22009 -0.3 0.6 -0.5
H -1.64508 -0.78061 1.47871 -0.8 0.1 0.1
H 0.91925 1.22757 1.18662 -1.0 -0.9 -0.2
H -0.77252 1.66010 1.45798 0.2 -0.3 0.4
H -2.13723 1.68301 -3.01111 -1.3 0.9 0.4
H 1.30119 -0.71480 -2.56732 1.2 -0.9 -0.7
H 1.88587 -0.14543 -0.96940 3.6 1.1 1.4
H 0.85132 -1.47437 -0.97006 0.0 -1.7 0.2
```
Positions in Å, forces in eV/Å.

No. 2
Molecular formula: C5H11N2S
Method: DFT, ωB97M-V/def2-TZVPD

Properties
2S+1   3
HOMO (spin up / spin down)   -0.38843 / -0.51677 hartree
Orbital gap (spin up / spin down)   0.259 / 0.341 hartree
Net charge   +1

```
19
Properties=species:S:1:pos:R:3:forces:R:3
C -2.04696 1.16045 0.60446 2.7 -1.5 2.2
C 2.90049 0.97221 -0.40382 -2.3 1.5 0.5
C -3.16467 1.55271 -0.14184 -3.8 3.9 -1.4
C 0.96903 -2.37306 0.06633 0.9 -0.9 -4.1
C -0.12347 -0.23888 -0.10659 2.4 3.4 0.3
N -1.21118 0.44426 -0.01328 0.0 0.3 -0.4
N -0.17550 -1.50512 0.05467 -0.2 -1.3 0.2
S 4.40936 0.93458 0.17248 2.9 -2.4 -1.0
H -1.77029 1.42063 1.68729 -1.0 -0.1 -1.4
H 2.23379 1.74662 0.04237 0.1 -0.6 -0.9
H -4.23336 1.42193 0.21020 1.4 -0.3 0.2
H -3.10383 1.23182 -1.19223 0.0 0.1 0.5
H -3.12102 2.71906 -0.13144 -0.1 -1.6 -0.2
H 0.94405 -3.04021 0.87357 0.3 -0.4 1.6
H 0.93429 -3.12213 -0.86484 0.0 1.8 1.7
H 1.87779 -1.72280 -0.07439 -0.8 -1.0 0.6
H 0.91909 0.35118 -0.27903 -2.3 -1.8 0.2
H 4.88624 -0.13455 -0.70626 -0.5 1.7 1.4
H -1.12385 -1.81867 0.20237 0.1 -0.8 0.1
```
Positions in Å, forces in eV/Å.

No. 3
Molecular formula: C28H28CuF8N5O5S2
Method: DFT, ωB97M-V/def2-TZVPD

Properties
2S+1   2
HOMO (spin up / spin down)   -0.11678 / -0.17321 hartree
Orbital gap (spin up / spin down)   0.201 / 0.258 hartree
Net charge   -1

```
77
Properties=species:S:1:pos:R:3:forces:R:3
Cu 0.58049 1.01965 0.05292 -0.1 0.2 0.3
C 2.31233 -3.53929 -2.83056 0.0 0.1 0.0
N 3.05964 -2.42440 -2.27732 -0.1 0.2 -0.1
C 4.13396 -2.75186 -1.36174 0.0 -0.1 0.2
C 2.61146 -1.15902 -2.46898 0.0 -0.3 0.1
O 1.68466 -0.87105 -3.21035 0.0 -0.1 -0.1
C 3.36445 -0.04937 -1.74607 -0.1 0.0 -0.2
O 2.58175 1.10217 -1.62293 0.3 0.2 0.6
C 2.18013 1.79829 -2.75150 -0.4 0.1 -0.1
C 0.64540 1.77736 -2.82814 0.1 0.0 -0.3
O -0.05986 1.30110 -1.95249 0.2 -0.1 0.1
N 0.11071 2.36145 -3.92657 0.0 0.1 0.0
C -1.33293 2.49705 -4.01791 0.1 0.0 -0.1
C 0.93238 3.09949 -4.86990 -0.1 0.0 0.0
H 2.95211 -4.13359 -3.48969 0.0 0.0 0.0
H 1.92891 -4.16252 -2.02253 0.1 0.0 0.1
H 1.47344 -3.14576 -3.39668 0.0 0.0 0.0
H 4.68337 -3.60945 -1.75277 0.0 0.0 0.0
H 4.83813 -1.93024 -1.26291 0.0 0.0 -0.1
H 3.75624 -3.01642 -0.36836 -0.1 0.0 0.0
H 3.62108 -0.31198 -0.72586 0.0 -0.1 0.1
H 4.29577 0.13604 -2.30051 0.0 0.1 0.0
H 2.47739 2.84793 -2.64019 0.1 0.0 0.1
H 2.63263 1.40885 -3.66584 -0.2 0.0 0.0
H -1.79325 1.82019 -3.30655 0.0 0.0 0.0
H -1.64854 3.51786 -3.78321 0.0 0.0 0.0
H -1.65968 2.24327 -5.02716 0.0 0.0 0.0
H 1.52676 3.87499 -4.38081 0.0 0.0 0.0
H 1.60055 2.44407 -5.43131 0.0 0.0 0.0
H 0.27396 3.59059 -5.58282 0.0 0.0 0.0
F -5.95500 2.21640 5.93908 -0.1 0.0 0.0
C -4.65729 2.23098 6.29753 0.2 0.0 -0.3
F -4.50313 3.29851 7.11804 0.0 0.2 0.1
F -4.46562 1.15245 7.09042 0.0 -0.2 0.1
C -3.73629 2.26398 5.13092 0.0 0.0 0.1
C -2.34972 2.26653 5.35862 0.1 0.0 0.0
C -1.46451 2.32985 4.31700 0.0 0.1 0.0
C -1.92742 2.42223 2.96278 0.1 0.0 0.0
C -3.34092 2.35387 2.75341 0.0 0.0 0.1
C -4.21039 2.28724 3.81641 0.0 0.0 -0.1
C -1.05416 2.61088 1.92380 -0.3 -0.2 0.2
C -0.25815 2.70425 0.93385 0.3 -0.1 -0.2
H -1.97639 2.21666 6.37479 0.0 0.0 0.0
H -0.39761 2.32395 4.49946 0.0 0.0 0.0
H -3.71564 2.36511 1.73852 0.0 0.0 0.0
H -5.27552 2.24796 3.63259 0.0 0.0 0.0
N -4.43809 -4.88118 -1.79709 0.1 -0.1 0.1
C -3.24738 -4.61120 -1.10575 -0.1 0.0 -0.1
C -3.27655 -3.87903 0.08229 0.0 0.0 0.0
C -2.11146 -3.63103 0.78000 0.1 0.0 0.0
C -0.89829 -4.11593 0.30190 -0.3 0.0 -0.2
C -0.86110 -4.85801 -0.86589 -0.1 0.0 0.0
C -2.03305 -5.10798 -1.56677 0.1 0.0 0.0
S 0.57827 -3.73688 1.16978 0.1 -0.5 0.3
O 1.62765 -4.55658 0.58711 0.1 0.0 -0.1
O 0.32715 -3.95156 2.58062 0.0 -0.1 0.0
N 0.72519 -2.21290 0.81059 0.4 0.7 0.0
C 1.62147 -1.45320 1.45134 -0.2 0.0 -0.3
S 2.72447 -1.97038 2.72154 -0.1 -0.2 0.0
C 3.41721 -0.39333 2.78309 0.1 0.1 0.0
C 2.79310 0.40505 1.89781 -0.1 0.2 -0.2
N 1.79108 -0.16908 1.14172 0.2 -0.1 0.2
H -5.17780 -4.21864 -1.62657 0.0 0.0 0.0
H -4.31755 -5.05779 -2.78185 0.0 0.0 0.0
H -4.22225 -3.49949 0.45417 0.0 0.0 0.0
H -2.13085 -3.05387 1.69576 0.0 0.0 0.0
H 0.08836 -5.23789 -1.21779 0.0 0.0 0.0
H -2.00632 -5.69185 -2.48073 0.0 0.0 0.0
H 4.20788 -0.13814 3.46897 0.0 0.0 0.0
H 3.02065 1.45061 1.73201 0.0 0.0 0.0
F -0.69350 5.05439 0.73074 -0.1 0.1 0.1
C 0.17313 4.03318 0.45930 0.2 0.1 -0.2
F 0.33305 4.06647 -0.91492 0.0 0.1 0.0
C 1.55287 4.49087 1.02141 -0.2 -0.3 -0.2
F 1.72946 5.80322 0.84746 0.1 0.3 -0.1
F 2.54859 3.86386 0.38292 0.2 -0.1 -0.1
F 1.67895 4.23203 2.31836 -0.1 0.0 0.3
```
Positions in Å, forces in eV/Å.

Quick rundown of ΔE to the lowest compared entry with this formula, charge and spin, same order as above: 67.4, 47.3, 4.7 kcal per mole